{
  "formula": "CHFOS2",
  "method": "ωB97M-V/def2-TZVPD",
  "elements": ["O", "C", "S", "F", "S", "H"],
  "positions_angstrom": [[-1.00283, 0.66614, 4.14421], [-1.44271, 1.33898, 3.32198], [-2.19033, 2.25876, 2.34699], [1.08531, 0.00659, 1.33821], [0.64776, 1.23158, 0.18175], [1.20576, 0.60129, -0.85997]],
  "forces_ev_per_a": [[0.5061, -0.2262, -0.0740], [-0.0618, -0.6648, 1.2895], [-0.4548, 0.8801, -1.1668], [-0.6494, 1.7590, -1.6752], [0.5852, -1.6649, 1.6402], [0.0748, -0.0832, -0.0137]],
  "total_energy_ha": -1010.15729,
  "smiles": "O=C=S.FS",
  "e_above_lowest_kcal_mol": 4.3,
  "e_lumo_ev": -0.601,
  "fmax_ev_per_a": 2.5,
  "gap_ev": 9.493,
  "total_charge": 0
}

---

{
  "formula": "C3H11F2NTa",
  "method": "ωB97M-V/def2-TZVPD",
  "elements": ["N", "C", "C", "C", "Ta", "F", "F", "H", "H", "H", "H", "H", "H", "H", "H", "H", "H", "H"],
  "positions_angstrom": [[-1.73453, 0.32776, -1.56047], [-1.03624, -0.91528, -1.20308], [-0.93539, -1.09249, 0.29456], [0.46993, -0.93824, 0.87160], [1.33503, 1.17668, 0.75630], [1.09711, 1.41423, -1.25683], [-0.45636, 2.02551, 1.21021], [-1.29876, 0.69818, -2.39157], [-1.52518, 1.01880, -0.85345], [-1.57409, -1.74528, -1.62163], [-0.04038, -0.92255, -1.61181], [-1.27116, -2.09244, 0.52353], [-1.63862, -0.43916, 0.77591], [0.41332, -1.19799, 1.91576], [1.12510, -1.65435, 0.40594], [1.85058, 1.07749, 2.51788], [2.98845, 0.44127, 0.39770], [2.23119, 2.81786, 0.82944]],
  "forces_ev_per_a": [[-0.0876, -0.0625, -0.0833], [-0.1965, 0.6042, 0.0713], [0.2933, -0.3942, -0.0390], [0.3055, 0.9988, 0.1551], [-2.2648, 0.9843, -2.0167], [0.3266, -0.2049, 1.8807], [1.5355, -0.7966, -0.3430], [-0.0222, 0.1385, -0.2233], [0.0032, 0.1706, 0.1818], [-0.3522, -0.4816, -0.3901], [0.5894, -0.0842, -0.3015], [-0.2690, -0.5546, 0.2083], [-0.3968, 0.5037, 0.3147], [0.1521, -0.2041, 0.6543], [0.4125, -0.4231, -0.2223], [-0.0145, 0.0329, -0.3738], [-0.3159, 0.1420, 0.2127], [0.3013, -0.3692, 0.3140]],
  "total_energy_ha": -432.41523,
  "e_lumo_ev": 3.859,
  "fmax_ev_per_a": 3.2,
  "gap_ev": 8.506,
  "total_charge": -1
}

---

{
  "formula": "C2H5ClNOP",
  "method": "ωB97M-V/def2-TZVPD",
  "elements": ["Cl", "P", "N", "C", "C", "O", "H", "H", "H", "H", "H"],
  "positions_angstrom": [[-1.70759, -1.49659, 2.49888], [-0.69097, 0.33422, 2.38996], [0.63870, -0.23062, 1.41144], [0.17478, -0.32675, 0.05585], [-0.73972, 0.85944, -0.20367], [-1.40922, 1.09285, 1.11671], [1.54486, 0.22227, 1.53812], [-0.33788, -1.27358, -0.16741], [0.98968, -0.21441, -0.67267], [0.01072, 1.62919, -0.37628], [-1.64849, 0.65723, -0.80079]],
  "forces_ev_per_a": [[-0.1425, 0.1369, -0.0984], [0.8733, 0.1030, -1.1806], [-0.1608, 0.2504, 1.0521], [-0.0821, -0.5516, -1.7538], [-0.9252, -0.9381, 2.1977], [0.6205, -0.0799, 0.0832], [-0.5570, -0.1401, 0.0632], [0.2143, 0.1033, 0.4141], [0.0628, -0.3911, 0.3427], [-1.1185, 0.9497, -0.5162], [1.2152, 0.5575, -0.6041]],
  "total_energy_ha": -1010.78275,
  "smiles": "ClP1NCCO1",
  "e_above_lowest_kcal_mol": 0.0,
  "e_lumo_ev": 0.829,
  "fmax_ev_per_a": 2.6,
  "gap_ev": 10.436,
  "total_charge": 0
}

---

{
  "formula": "C16H31CuF3P2",
  "method": "ωB97M-V/def2-TZVPD",
  "elements": ["P", "P", "C", "C", "H", "H", "H", "H", "C", "H", "H", "H", "C", "H", "H", "H", "C", "H", "H", "H", "C", "H", "H", "H", "Cu", "C", "C", "C", "C", "C", "C", "C", "C", "C", "H", "H", "H", "H", "H", "H", "H", "H", "H", "H", "H", "H", "H", "H", "H", "F", "C", "F", "F"],
  "positions_angstrom": [[0.20937, -2.11527, 1.60110], [-0.44070, 1.91753, 2.13498], [-0.33133, -0.68764, 0.38772], [-0.01158, 0.81663, 0.52096], [-1.40943, -0.82088, 0.22704], [0.22072, -1.02468, -0.48627], [0.96338, 1.09278, 0.09146], [-0.79699, 1.34488, -0.01998], [-2.19327, 2.31319, 1.83902], [-2.51195, 2.96686, 2.66793], [-2.81042, 1.40212, 1.87676], [-2.32602, 2.82075, 0.86982], [0.59350, 3.37069, 1.83702], [0.37820, 3.79979, 0.84908], [1.65891, 3.11192, 1.91464], [0.36627, 4.08607, 2.63844], [-1.10320, -3.32648, 1.53540], [-1.03645, -3.94094, 2.44799], [-0.99298, -3.96120, 0.64373], [-2.09089, -2.84700, 1.53608], [1.75898, -2.76388, 0.93774], [2.58688, -2.10347, 1.23750], [1.72764, -2.83392, -0.15808], [1.95706, -3.74655, 1.38534], [0.58220, -0.06496, 2.16305], [0.48362, 1.50105, -2.36214], [-0.85393, 1.58057, -2.24795], [-1.79954, 0.88091, -3.17055], [-1.41111, -0.57603, -3.56726], [-0.66268, -1.35569, -2.54168], [0.68036, -1.42498, -2.46651], [1.58350, -0.61637, -3.33673], [1.17054, 0.86548, -3.52530], [-0.51835, -0.60463, 3.77293], [1.14993, 2.04542, -1.69148], [-1.34080, 2.32531, -1.60701], [-1.94401, 1.44387, -4.11352], [-2.78986, 0.84790, -2.69026], [-2.36725, -1.09400, -3.74154], [-0.87472, -0.56004, -4.52588], [-1.30459, -1.97487, -1.90965], [1.19030, -2.19598, -1.88630], [1.67515, -1.07356, -4.34022], [2.59235, -0.63643, -2.89718], [2.10614, 1.41336, -3.70580], [0.56636, 0.95351, -4.43950], [-0.29514, 0.13776, 4.54410], [-0.14827, -1.59437, 4.07272], [-1.59165, -0.62151, 3.54184], [1.99211, 1.33613, 4.26168], [2.12596, 0.32738, 3.34629], [3.16228, 0.65995, 2.50653], [2.47537, -0.79644, 4.04189]],
  "forces_ev_per_a": [[0.6542, 0.8755, 0.5035], [0.4576, -0.9570, 1.0832], [0.1560, -1.7049, -0.8292], [-0.8769, 2.1960, -0.3196], [0.3152, -0.0244, 0.0301], [-0.6284, 0.4769, 0.1520], [-0.5172, -0.0289, 0.2666], [0.5010, -0.5172, -0.3836], [-0.0343, 0.5814, -0.5252], [0.0295, -0.1652, -0.4143], [0.3503, 0.2360, -0.0253], [-0.3207, -0.0381, 0.2579], [-0.2911, 0.4487, -0.5333], [0.2227, 0.2539, 0.1833], [-0.4010, -0.1404, -0.0075], [0.0605, -0.0134, -0.3280], [-0.4348, -0.7475, -0.4001], [-0.0321, 0.1164, -0.4196], [-0.2987, -0.0012, 0.2295], [0.3050, -0.0532, -0.0499], [0.1490, -0.4422, -0.7430], [-0.4102, -0.0967, -0.0622], [0.2939, -0.2772, 0.2671], [-0.0710, 0.1428, -0.2100], [0.5882, 0.1114, 3.3884], [-0.8242, 0.8338, -0.2463], [0.8341, 0.8215, -0.8897], [-0.4804, -0.3268, -0.2877], [-0.5702, 0.4575, -0.3241], [0.8884, -0.8461, -0.2582], [-1.1325, -0.6503, -1.0895], [0.5694, 0.1736, -0.1740], [0.4253, -0.4187, -0.4182], [-0.9008, -0.6804, 1.8091], [-0.3741, -0.0113, -0.0350], [0.4125, -0.4904, 0.1820], [0.0501, -0.0543, 0.4062], [0.2496, 0.0664, -0.1107], [0.3587, 0.0481, -0.1471], [-0.0821, -0.1089, 0.3013], [0.4246, 0.0580, 0.0357], [-0.4001, 0.3581, 0.1772], [0.0244, 0.0643, 0.3613], [-0.2315, -0.0613, -0.1389], [-0.3169, 0.0118, -0.0864], [0.1203, 0.1174, 0.3309], [-0.0714, 0.0019, -0.2939], [-0.3748, 0.4951, 0.1554], [0.1679, -0.1010, 0.0522], [0.7323, -0.2112, 0.0798], [-1.6483, -0.4371, -1.6069], [1.4586, 0.2936, 0.6893], [0.9243, 0.3654, 0.4152]],
  "multiplicity": 2,
  "total_energy_ha": -3250.74937,
  "e_lumo_ev": [0.457, -0.016],
  "fmax_ev_per_a": 3.4,
  "gap_ev": [6.650, 6.581],
  "total_charge": 0
}

---

{
  "formula": "C9H18BiF3N5S3Se",
  "method": "ωB97M-V/def2-TZVPD",
  "elements": ["Bi", "N", "C", "C", "N", "C", "C", "N", "C", "C", "N", "H", "H", "H", "H", "H", "H", "H", "H", "H", "H", "H", "H", "H", "H", "H", "H", "H", "H", "S", "C", "S", "S", "F", "C", "F", "F", "Se", "C", "N"],
  "positions_angstrom": [[0.74638, -0.07106, -0.71335], [-0.74356, -2.06108, -0.54558], [-1.72276, -1.88714, 0.48895], [-1.17494, -1.10383, 1.66905], [-0.78460, 0.29856, 1.42877], [0.10984, 0.83210, 2.52296], [1.39279, 0.11266, 2.64541], [2.15227, 0.06839, 1.38069], [-1.94833, 1.26579, 1.17403], [-2.30636, 1.30371, -0.30575], [-1.11485, 1.44073, -1.21777], [-1.03908, -2.40188, -1.46502], [-0.03920, -2.72264, -0.23511], [-2.03048, -2.83263, 0.85225], [-2.65255, -1.40146, 0.10459], [-0.34360, -1.65301, 2.19537], [-2.02509, -1.14174, 2.46367], [-0.50568, 0.79537, 3.42384], [0.37439, 1.90145, 2.34289], [1.20506, -0.96822, 2.83778], [1.98457, 0.43879, 3.47541], [2.64120, -0.85579, 1.12931], [2.78168, 0.86238, 1.25019], [-1.67931, 2.19323, 1.60845], [-2.87843, 0.93174, 1.76653], [-3.01849, 2.05727, -0.50629], [-2.82024, 0.35277, -0.58156], [-0.79795, 2.41285, -1.29880], [-1.38665, 1.08084, -2.18855], [4.40627, -1.05323, -3.47636], [3.02181, -1.03930, -2.60320], [2.95813, -1.92205, -1.10918], [1.78337, -0.02259, -3.27091], [1.82096, 2.79500, -1.75490], [2.02637, 1.95751, -0.71924], [1.93081, 2.85525, 0.39640], [3.40797, 1.69709, -0.84219], [-1.04561, -2.93363, -4.69906], [-1.24365, -1.32606, -4.06155], [-1.44245, -0.25614, -3.56214]],
  "forces_ev_per_a": [[2.0771, 0.2431, -2.3648], [-0.1259, -1.2512, -0.6900], [-0.7989, 0.8858, -0.5377], [-1.1960, 0.1404, 2.2836], [-0.4158, 1.0413, 0.4369], [-1.4614, 1.0503, -0.7583], [0.9361, -2.9608, -0.8534], [0.9940, -0.8404, 0.5003], [-0.2581, -2.8030, 0.6140], [1.0984, -1.3169, -0.7533], [-1.5856, 0.2908, -0.5588], [-0.4045, 0.1879, 0.2348], [0.1877, -0.0147, -0.1132], [-0.5807, -1.0739, 0.7369], [0.8552, -0.3564, 0.1561], [-0.6741, 0.5040, -0.9761], [1.0733, 0.1763, -0.9434], [0.3526, 0.0075, 0.5787], [-0.5837, -0.6579, -0.2790], [0.0604, 0.7015, 0.3264], [0.2593, 0.5556, 0.5785], [-0.6612, 1.9689, 0.7534], [-0.0667, -0.5149, 0.0721], [0.4604, 1.1037, 0.0262], [1.1577, 0.2608, -0.7395], [-0.8446, 1.0892, -0.0601], [0.5560, 0.7281, 0.0961], [-0.1904, -0.3972, 0.0346], [0.4496, 0.3044, 0.9594], [0.9717, -0.4026, -0.4664], [0.5746, 0.6335, -0.6067], [-0.9343, 0.1172, 0.4226], [-0.7736, -0.5056, 1.3759], [-0.5884, 0.2495, -0.2388], [1.5696, 1.3238, -0.3409], [0.1538, -0.7058, -0.2007], [-1.1505, 0.0838, 0.8092], [0.2398, -1.5015, -0.5132], [-1.0557, 4.0935, 2.0361], [0.3229, -2.4382, -1.0377]],
  "total_energy_ha": -4737.72829,
  "e_above_lowest_kcal_mol": 29.5,
  "e_lumo_ev": 2.097,
  "fmax_ev_per_a": 4.7,
  "gap_ev": 5.679,
  "total_charge": -1
}

---

{
  "formula": "C4H10N2OS",
  "method": "ωB97M-V/def2-TZVPD",
  "elements": ["C", "N", "C", "O", "C", "C", "S", "N", "H", "H", "H", "H", "H", "H", "H", "H", "H", "H"],
  "positions_angstrom": [[0.06427, 0.57754, -0.01025], [-1.19613, 1.15520, -0.48404], [-2.17361, 0.29521, -0.44966], [-2.47435, -0.49170, 0.64450], [0.87552, -0.53462, -0.72002], [2.27179, -0.50932, 0.01643], [3.17156, 0.97464, -0.13263], [0.35061, -1.80553, -0.64477], [-0.11689, 0.09948, 0.96425], [0.73144, 1.45470, 0.14126], [-2.88507, 0.39982, -1.28161], [-1.75249, -0.91591, -0.08700], [-1.73311, 1.92834, 2.03348], [2.92665, -1.33102, -0.29376], [2.14921, -0.75173, 1.08779], [-1.24963, 1.73205, 2.56311], [0.00815, -2.04974, -1.57666], [1.03209, -0.22741, -1.77040]],
  "forces_ev_per_a": [[-0.6273, 1.7288, 3.6743], [0.6805, -3.3654, -2.6088], [-1.1766, 5.7361, 0.3561], [2.2716, -1.5184, -3.6895], [-1.1202, -0.5521, -2.9242], [2.8906, -0.5124, 2.4441], [-0.7391, -0.0852, -0.3958], [-0.5096, 1.3424, 0.3266], [0.2753, 0.3435, 0.2444], [0.3615, -0.6598, -0.2743], [-0.5694, -0.3212, 0.6905], [-0.6572, -2.5164, 3.1401], [0.0543, 0.0026, 0.0688], [-0.6445, 0.0961, -0.8233], [-0.8083, 0.3048, -0.3429], [-0.0599, 0.0403, 0.0013], [0.3709, -0.3023, -0.0349], [0.0075, 0.2387, 0.1475]],
  "total_energy_ha": -741.00746,
  "e_above_lowest_kcal_mol": 232.5,
  "e_lumo_ev": -3.737,
  "fmax_ev_per_a": 5.9,
  "gap_ev": 5.019,
  "total_charge": 0
}

---

{
  "formula": "C5H10NO2",
  "method": "ωB97M-V/def2-TZVPD",
  "elements": ["O", "C", "C", "C", "C", "C", "O", "N", "H", "H", "H", "H", "H", "H", "H", "H", "H", "H"],
  "positions_angstrom": [[1.93085, 0.44307, 1.72880], [0.91190, -0.24828, 1.29422], [1.01276, -0.58931, -0.20909], [-0.43621, -1.14972, -0.53734], [-1.32364, 0.14107, -0.66260], [-1.09491, 1.09659, 0.46867], [-0.30694, 0.69450, 1.56570], [1.53647, 0.31355, -1.20465], [0.53803, -1.09328, 1.91675], [1.56010, -1.52160, -0.27331], [-0.74265, -1.77009, 0.38490], [-0.61665, -1.77339, -1.42742], [-2.35687, -0.28080, -0.58865], [-1.32487, 0.60757, -1.66611], [-1.97453, 1.19381, 1.14624], [-0.80206, 2.09881, 0.14749], [2.43413, 0.62620, -0.81111], [1.05509, 1.21128, -1.27250]],
  "forces_ev_per_a": [[0.8478, -0.6134, -0.1059], [-2.3682, 2.7668, 1.1213], [-1.6852, -2.8416, -1.2181], [-0.3134, 1.6409, 1.1791], [-1.6587, -2.3876, -0.2777], [-1.3526, 1.0984, 2.0724], [2.5454, -2.1923, -0.7466], [0.8546, 0.8948, 1.1898], [0.9178, -0.0272, -0.4501], [0.9796, 0.0978, 0.2498], [0.2197, 0.9956, -1.4800], [0.8657, 0.2734, 0.2537], [0.4710, 0.6182, -0.0323], [0.6014, -0.2148, 0.5298], [-0.4858, 0.5700, -1.5643], [0.1406, 0.0369, -0.2077], [-0.0578, -0.2905, -0.5985], [-0.5219, -0.4255, 0.0851]],
  "multiplicity": 2,
  "total_energy_ha": -401.61513,
  "e_above_lowest_kcal_mol": 50.4,
  "e_lumo_ev": [0.868, -2.116],
  "fmax_ev_per_a": 3.8,
  "gap_ev": [10.492, 7.350],
  "total_charge": 0
}